[1]
141
Properties=species:S:1:pos:R:3:forces:R:3:mulliken_charge:R:1 method="wB97M-V/def2-TZVPD" smiles="C[C@H]1COC(=O)O1.C[C@H]1COC(=O)O1.C[C@H]1COC(=O)O1.C[C@H]1COC(=O)O1.C[C@H]1COC(=O)O1.C[C@H]1COC(=O)O1.C[C@H]1COC(=O)O1.C[C@H]1COC(=O)O1.C[C@H]1COC(=O)O1.ClCCCl.ClCCCl.ClCCCl" total_charge=0 e_above_lowest_kcal_mol=106.52 homo_ev=-10.463 total_energy_ev=-175040.30823
C -6.9212 1.2029 4.3474 0.5 0.1 0.0 -1.40
C -5.9791 0.3640 3.4568 0.6 0.3 2.1 0.40
C -4.4660 0.6913 3.6858 -1.8 1.7 -0.6 -0.37
O -3.8287 -0.5123 3.9416 0.2 -1.2 -0.8 -0.30
C -4.7619 -1.5174 4.0316 1.2 -0.7 2.2 0.64
O -4.4817 -2.6534 4.3389 -0.6 1.7 -1.1 -0.55
O -5.9776 -0.9648 4.0452 -1.1 -0.6 -1.5 -0.36
H -6.6218 1.0163 5.3787 -0.2 -0.3 0.1 0.38
H -7.9865 1.0003 4.2366 0.2 -0.3 -0.2 0.32
H -6.7941 2.2816 4.2552 0.2 0.0 -0.5 0.39
H -6.2214 0.4083 2.3949 -0.2 -0.6 0.1 0.30
H -4.3946 1.3630 4.5413 0.3 0.0 0.0 0.26
H -4.1535 1.2035 2.7758 0.8 -0.2 0.2 0.29
C 4.6997 -5.4035 1.6731 1.3 -0.4 -0.8 -1.42
C 5.6881 -4.8601 0.5916 -2.4 0.3 0.7 0.67
C 5.4655 -3.3798 0.3403 -2.0 -0.1 -2.7 -0.45
O 6.7275 -2.8474 0.2415 0.7 2.5 0.4 -0.27
C 7.6300 -3.7295 0.5210 3.5 -1.0 0.0 0.63
O 8.8272 -3.5539 0.3751 -2.1 -0.6 0.6 -0.59
O 7.0355 -4.8813 0.9509 1.4 -0.3 0.5 -0.39
H 5.0258 -6.4181 1.9021 0.1 0.1 0.5 0.35
H 3.6812 -5.5411 1.3101 0.1 0.5 -0.3 0.36
H 4.7006 -4.7377 2.5362 0.1 -0.3 0.1 0.38
H 5.5779 -5.3784 -0.3610 -0.1 -0.3 0.1 0.21
H 4.7509 -2.7848 0.9090 0.4 -0.2 0.7 0.28
H 5.1522 -3.2927 -0.7001 -1.0 0.0 0.0 0.25
C -7.9255 -1.3058 -3.4743 0.9 0.0 0.3 -1.38
C -6.5792 -1.9687 -3.0743 -2.5 -0.5 -0.1 0.41
C -6.8287 -3.3757 -2.5031 -0.2 0.7 0.9 -0.49
O -5.8163 -4.1162 -3.1202 1.2 -2.0 0.4 -0.34
C -5.3089 -3.4706 -4.1719 2.6 -2.0 -2.3 0.73
O -4.4584 -3.8543 -4.9840 -2.3 0.5 2.6 -0.62
O -5.8922 -2.3221 -4.2543 -0.2 3.1 -1.2 -0.34
H -7.7606 -0.4264 -4.0968 0.0 -0.1 -0.1 0.33
H -8.4987 -0.9755 -2.6080 0.1 -0.1 0.2 0.38
H -8.5159 -2.0464 -4.0138 0.0 0.1 -0.1 0.36
H -5.9462 -1.3583 -2.4302 0.0 0.0 -0.1 0.35
H -7.7888 -3.8451 -2.7173 -0.1 0.3 -0.4 0.28
H -6.7420 -3.3804 -1.4166 0.4 -0.2 0.0 0.31
C -2.3393 -6.0521 0.3307 -0.5 1.3 -1.1 -1.49
C -1.7384 -7.2909 -0.2455 0.5 -0.3 1.7 0.63
C -0.3026 -7.5261 0.2200 0.8 1.7 -0.9 -0.46
O -0.2765 -8.7881 0.7526 0.0 -2.0 0.6 -0.35
C -1.5209 -9.3296 0.7759 0.2 -0.2 -0.5 0.65
O -1.7495 -10.4666 1.0472 -0.1 0.6 0.2 -0.54
O -2.4158 -8.3917 0.3848 -0.2 -0.9 -0.3 -0.35
H -2.3702 -5.9685 1.4170 0.0 -0.6 -0.1 0.38
H -3.3367 -5.9327 -0.0925 -0.2 0.1 0.3 0.33
H -1.7904 -5.1710 -0.0018 0.2 0.0 -0.2 0.41
H -1.7756 -7.4094 -1.3284 -0.5 0.2 0.0 0.28
H 0.0727 -6.8185 0.9593 -0.3 0.2 0.1 0.25
H 0.3623 -7.4636 -0.6414 0.2 -0.1 0.0 0.26
C 8.8121 2.2849 -2.0896 -1.1 0.6 -0.2 -1.42
C 7.3504 1.9211 -1.7596 -0.4 0.1 -0.9 0.49
C 6.2055 2.9104 -2.1400 1.7 0.7 1.2 -0.43
O 5.2317 2.1047 -2.7064 -1.8 -0.5 -0.8 -0.29
C 5.6780 0.8807 -3.0051 0.5 -1.5 -1.4 0.67
O 5.0611 -0.0113 -3.5815 1.5 2.4 1.7 -0.60
O 7.0055 0.8520 -2.6621 -0.8 -1.4 0.0 -0.34
H 9.5241 1.4919 -1.8608 -0.2 0.2 0.4 0.35
H 9.0495 3.2528 -1.6483 0.3 -0.2 0.4 0.38
H 8.8915 2.4664 -3.1614 -0.2 -0.1 -0.1 0.36
H 7.1565 1.6164 -0.7312 0.5 -0.3 0.1 0.27
H 6.6130 3.6727 -2.8041 -0.4 0.0 -0.4 0.27
H 5.7386 3.3883 -1.2788 0.3 0.1 0.0 0.30
C -1.6295 5.2553 3.2873 1.4 -0.1 -0.4 -1.47
C -2.4700 5.9180 4.3576 -0.1 1.3 -1.8 0.60
C -2.8906 7.3989 4.0621 2.1 0.8 0.0 -0.49
O -4.2247 7.4969 4.4122 -1.3 0.9 1.2 -0.34
C -4.7323 6.2982 4.5027 0.3 -2.1 -0.5 0.65
O -5.8508 5.9710 4.6780 -0.9 0.2 0.3 -0.51
O -3.7454 5.3715 4.2561 -1.5 -1.3 0.8 -0.30
H -1.9818 5.3853 2.2640 -0.5 0.2 0.2 0.31
H -1.4403 4.1884 3.4051 -0.7 -0.2 0.5 0.35
H -0.5943 5.5945 3.2508 0.0 0.6 0.3 0.41
H -2.0561 5.8162 5.3608 0.0 -0.1 0.1 0.26
H -2.9256 7.7345 3.0256 1.1 -0.4 -0.3 0.25
H -2.3507 8.1088 4.6887 0.2 0.1 -0.3 0.29
C 0.3257 -2.0675 -6.6150 0.5 1.4 0.3 -1.36
C 0.8293 -3.4335 -6.4140 1.0 -2.0 -0.6 0.47
C 2.3529 -3.7211 -6.6258 -0.7 0.3 -0.5 -0.42
O 2.7271 -4.4411 -5.4230 0.3 0.6 -1.2 -0.30
C 1.7580 -4.2926 -4.5249 1.4 -0.3 5.3 0.64
O 1.9219 -4.5193 -3.2912 -0.8 0.4 -4.6 -0.63
O 0.6713 -3.7643 -5.0393 -0.9 0.0 0.5 -0.28
H -0.6325 -1.9054 -6.1215 -0.1 -0.2 -0.4 0.34
H 0.3238 -1.7262 -7.6502 -0.2 -0.3 0.0 0.36
H 1.0275 -1.4266 -6.0813 0.0 0.3 0.0 0.33
H 0.3243 -4.1969 -7.0058 -0.5 0.1 0.1 0.29
H 2.9060 -2.8049 -6.8326 0.3 0.2 1.0 0.25
H 2.5462 -4.2992 -7.5295 -0.2 -0.6 0.4 0.31
C 4.3320 1.1228 3.5462 -0.1 0.1 0.4 -1.49
C 4.7823 2.5942 3.5868 -0.3 -2.2 -0.9 0.47
C 4.9663 3.1192 4.9807 -1.4 0.0 0.2 -0.42
O 6.2681 3.6152 4.9696 0.5 1.0 1.7 -0.34
C 6.9598 3.2276 3.9186 2.2 0.5 -2.0 0.64
O 8.1442 3.4926 3.7317 -3.2 -1.1 0.3 -0.56
O 6.0970 2.5815 3.0436 1.9 0.8 0.4 -0.28
H 4.2856 0.7239 2.5329 -0.1 0.2 0.0 0.37
H 3.4011 0.9317 4.0802 -0.3 0.3 -0.3 0.41
H 5.0480 0.5228 4.1080 0.3 0.1 -0.1 0.35
H 4.1785 3.2195 2.9292 -0.1 0.1 0.2 0.28
H 4.8365 2.3752 5.7667 0.3 -0.3 -0.1 0.26
H 4.2000 3.8711 5.1693 0.5 0.5 0.2 0.31
C -2.4524 7.1964 -1.4822 0.5 0.0 -0.2 -1.49
C -1.3316 6.7763 -2.3953 -1.7 -2.0 -0.8 0.47
C -0.2299 7.7338 -2.6858 -1.6 0.4 0.5 -0.28
O 0.8146 7.1536 -1.9704 2.9 0.5 0.2 -0.34
C 0.6150 5.8857 -1.6014 0.1 -2.6 0.9 0.68
O 1.3913 5.0859 -1.0752 -1.8 2.8 -1.5 -0.60
O -0.6789 5.5776 -1.9029 0.8 0.4 0.6 -0.35
H -2.0932 7.6652 -0.5661 0.0 -0.4 0.2 0.35
H -3.0003 6.2640 -1.3457 -0.4 0.4 0.6 0.37
H -3.0556 7.9498 -1.9888 -0.2 -0.2 -0.1 0.39
H -1.8143 6.3587 -3.2788 0.0 0.5 -0.4 0.23
H -0.5142 8.6728 -2.2108 0.5 0.3 -0.2 0.29
H -0.1353 7.8803 -3.7617 1.0 -0.2 0.1 0.28
Cl 3.2479 -2.3475 6.9954 0.0 0.1 -0.1 -0.17
C 1.6619 -3.0338 7.3272 -1.8 -0.4 -0.8 -0.43
C 0.8716 -3.5371 6.0660 0.6 0.0 0.4 -0.30
Cl 1.1224 -5.2991 5.8751 -0.2 0.1 -0.2 -0.20
H 0.9740 -2.3202 7.7808 0.6 0.5 0.1 0.28
H 1.7617 -3.8406 8.0533 0.2 0.0 -0.3 0.33
H 1.1158 -3.0764 5.1088 0.6 0.1 0.3 0.22
H -0.1925 -3.3185 6.1555 0.0 -0.4 0.5 0.27
Cl -6.4164 3.7924 -4.7436 0.5 -0.3 -0.1 -0.21
C -4.7134 3.6790 -5.3477 0.3 -0.2 0.6 -0.41
C -3.8538 2.6845 -4.4685 -1.2 0.0 -0.9 -0.40
Cl -2.1513 2.7512 -4.9899 -0.1 0.1 0.2 -0.21
H -4.3626 4.7094 -5.4040 0.3 -0.2 0.6 0.29
H -4.7392 3.3841 -6.3967 -0.1 -0.5 0.2 0.33
H -4.2001 1.6662 -4.6450 0.0 0.0 -0.5 0.26
H -3.9683 2.7439 -3.3862 0.3 0.9 -0.1 0.34
Cl -1.9614 -0.1704 -0.4148 0.0 -0.2 0.0 -0.14
C -0.2698 0.2257 -0.7419 0.8 1.0 -1.4 -0.51
C 0.7047 -0.9320 -0.8039 -0.7 0.1 0.9 -0.35
Cl 0.8941 -1.5153 0.8672 0.4 -0.5 0.4 -0.17
H 0.0090 1.0539 -0.0904 0.2 -0.5 0.4 0.37
H -0.1836 0.6782 -1.7298 -0.6 0.0 -0.3 0.29
H 1.6837 -0.6123 -1.1608 -0.2 0.0 0.0 0.24
H 0.3129 -1.7532 -1.4040 0.1 0.1 0.0 0.28

***

[2]
62
Properties=species:S:1:pos:R:3:forces:R:3:mulliken_charge:R:1 method="wB97M-V/def2-TZVPD" total_charge=0 e_above_lowest_kcal_mol=144.48 homo_ev=-5.073 total_energy_ev=-36593.41887
C 5.2938 -3.0080 2.7934 -0.5 0.2 0.7 -0.84
O 4.5440 -2.3478 3.8446 0.3 -0.8 -0.2 -0.41
C 3.3589 -1.7734 3.5246 -0.5 0.3 -0.5 0.64
C 2.8171 -0.8456 4.4438 0.5 -0.2 -0.7 -1.35
C 2.0075 0.1664 3.9350 -0.2 -0.7 0.3 -0.42
C 1.6376 0.1573 2.5953 -0.4 0.9 -0.6 -0.32
C 1.0890 1.4278 1.9217 -1.3 -1.5 0.5 1.33
C 0.1388 2.1838 2.7770 -0.8 0.5 0.5 0.07
C -0.7669 1.6348 3.8004 2.3 2.1 -0.1 -1.80
N -1.7458 0.5491 3.3986 -1.6 -0.5 0.2 0.48
C -2.0970 -0.3732 4.3291 0.2 0.1 -0.8 -0.44
C -3.0876 -1.2993 4.0996 0.0 0.0 0.1 -0.50
C -3.8671 -1.2259 2.9165 0.0 0.1 0.1 1.42
N -4.9107 -2.0774 2.7030 0.3 0.0 -0.1 0.07
C -6.0462 -1.7276 1.8790 -0.3 0.1 -0.2 -0.94
C -5.0998 -3.2761 3.4952 0.1 -0.1 0.4 -1.09
C -3.5084 -0.2151 1.9842 0.3 0.3 0.2 -0.81
C -2.4578 0.6467 2.2430 0.0 -0.6 0.6 -0.34
C -0.1129 3.5995 2.4539 -1.1 -0.3 -0.5 -0.22
C 0.2836 4.5951 3.5408 0.2 0.3 0.0 -1.50
O -0.6545 3.9899 1.4096 0.8 0.1 0.7 -0.67
C 1.9449 -0.9296 1.7827 -0.5 -0.2 0.4 -0.45
C 2.7489 -1.9570 2.2587 0.6 0.3 0.4 -0.71
H 6.2876 -3.1226 3.2331 -0.2 -0.1 -0.2 0.25
H 4.8410 -3.9914 2.5789 0.3 0.3 0.0 0.31
H 5.3546 -2.4003 1.8726 -0.2 -0.2 0.5 0.39
H 3.1545 -0.8369 5.4799 0.1 0.0 -0.3 0.40
H 1.7180 0.9999 4.5737 0.1 -0.2 -0.2 0.74
H 0.5538 1.0831 1.0131 0.4 -0.2 -0.3 0.77
H -0.2041 1.2581 4.6687 -0.8 -0.8 0.1 0.21
H -1.3574 2.5098 4.1462 0.0 -0.7 0.1 0.40
H -1.5470 -0.3148 5.2708 -0.1 -0.1 -0.4 0.39
H -3.2858 -2.0328 4.8799 -0.1 0.2 -0.3 0.40
H -5.7837 -0.9850 1.1252 -0.1 -0.2 0.1 0.29
H -6.4165 -2.6336 1.3855 0.1 0.3 -0.1 0.34
H -6.8799 -1.3280 2.4818 0.3 0.0 -0.1 0.31
H -4.1629 -3.8383 3.6028 -0.2 0.2 -0.1 0.38
H -5.4944 -3.0648 4.4996 0.0 0.0 -0.1 0.36
H -5.8297 -3.9128 2.9840 0.2 0.1 0.1 0.29
H -4.0425 -0.0998 1.0453 0.2 0.0 0.3 0.20
H -2.1651 1.4491 1.5617 0.2 -0.2 0.3 0.42
H -0.5341 4.7049 4.2718 0.2 0.0 -0.2 0.40
H 1.1877 4.2432 4.0673 -0.5 0.2 -0.2 0.24
H 0.4866 5.5705 3.0843 -0.2 -0.1 0.2 0.41
H 1.5433 -0.9517 0.7636 0.2 0.0 0.3 0.40
H 2.9926 -2.8094 1.6211 0.1 0.4 0.2 0.41
C 2.6030 4.4364 0.6464 -0.8 -0.8 -0.5 -0.97
C 1.9976 3.2521 0.3605 0.9 0.4 0.3 -0.96
C 2.2767 2.2250 1.4566 1.3 1.1 -0.4 0.19
C 3.0559 3.0562 2.4820 0.4 -0.1 -0.7 0.13
C 3.1960 4.3681 1.9772 0.0 -0.4 0.7 0.15
C 3.8385 5.3371 2.7432 -0.1 -0.3 -0.3 -0.72
C 4.4490 4.9446 3.9380 -0.1 0.3 0.0 -0.58
C 4.4916 3.6043 4.3356 -0.1 0.1 -0.4 -0.88
C 3.8165 2.6408 3.5693 0.1 0.4 0.2 0.06
H 2.6694 5.3204 0.0116 -0.2 -0.3 0.2 0.43
H 1.4215 2.9607 -0.5215 0.2 0.4 0.3 0.38
H 3.0451 1.5236 1.0842 -0.3 0.0 -0.3 1.12
H 3.8445 6.3562 2.3549 0.3 -0.1 0.4 0.42
H 4.9162 5.7099 4.5491 0.1 -0.1 0.0 0.37
H 5.0713 3.3104 5.2179 -0.3 0.1 -0.4 0.41
H 3.9312 1.5865 3.8042 -0.2 0.3 0.1 0.52

***

Calculated frontier orbital gap in order - 0.37183 0.18493 Eh